{"formula": "C16H11F7N3O9OsS2", "method": "ωB97M-V/def2-TZVPD", "symbols": ["Os", "F", "C", "F", "F", "S", "O", "O", "N", "S", "O", "O", "C", "F", "F", "F", "C", "C", "C", "C", "C", "C", "C", "F", "C", "C", "C", "O", "C", "C", "N", "C", "C", "O", "O", "H", "H", "H", "H", "H", "H", "H", "H", "H", "H", "H", "O", "N", "O"], "positions_angstrom": [[2.36210, -1.34969, -0.80244], [6.32018, -3.17634, 2.06366], [5.55969, -3.11122, 0.98524], [6.13067, -3.73684, -0.02354], [4.37475, -3.65168, 1.23980], [5.34879, -1.32430, 0.54518], [4.33778, -1.38275, -0.58532], [6.60966, -0.85200, 0.12633], [4.77322, -0.60862, 1.78488], [3.27756, -0.46614, 2.24893], [2.87183, 0.87834, 2.44209], [2.36565, -1.32426, 1.44899], [3.29013, -1.30238, 3.89839], [4.20044, -0.72963, 4.66056], [2.08820, -1.16188, 4.43472], [3.56796, -2.58726, 3.74699], [-2.47546, 4.27268, -1.60874], [-3.04007, 3.11520, -0.80098], [-4.40922, 2.69830, -1.30397], [-4.96181, 1.55405, -0.47675], [-4.00562, 0.39815, -0.50681], [-4.44229, -0.89416, -0.36269], [-3.54059, -1.96289, -0.39870], [-4.02685, -3.19100, -0.24517], [-2.20315, -1.78173, -0.58548], [-1.72910, -0.46604, -0.73309], [-0.32995, -0.21688, -0.89304], [0.44756, -1.28071, -0.97342], [0.12424, 1.08572, -0.95476], [-0.82029, 2.11196, -0.92961], [-2.11813, 1.91681, -0.82743], [-2.62396, 0.62028, -0.69584], [1.54492, 1.52622, -1.06028], [1.85382, 2.67238, -1.18800], [2.47463, 0.55074, -0.99976], [-3.25265, 5.02978, -1.69710], [-2.20064, 3.95485, -2.61522], [-1.62009, 4.75401, -1.13985], [-3.11563, 3.39796, 0.25277], [-4.33690, 2.41033, -2.35677], [-5.06489, 3.56612, -1.24826], [-5.93356, 1.23336, -0.84977], [-5.10891, 1.87886, 0.55766], [-5.49416, -1.10520, -0.22067], [-1.52471, -2.62042, -0.61067], [-0.46120, 3.12672, -1.00175], [1.37477, -5.16602, -0.58364], [1.26359, -4.07529, -0.24411], [2.27766, -3.22751, -0.91257]], "lowdin_spin": [2.9492, 0.0012, 0.0024, 0.0006, 0.0007, 0.0143, 0.0998, -0.0008, 0.0076, 0.0173, 0.0032, 0.1444, 0.0085, 0.0036, 0.0010, 0.0008, 0.0001, 0.0010, 0.0002, 0.0001, 0.0013, 0.0004, 0.0024, 0.0010, -0.0022, 0.0052, 0.0066, 0.1292, 0.0178, -0.0012, 0.0151, 0.0032, 0.0194, 0.0379, 0.1860, 0.0000, 0.0000, 0.0000, 0.0006, 0.0000, 0.0000, 0.0000, 0.0001, 0.0000, 0.0000, -0.0003, 0.0603, 0.0459, 0.2163], "spin_multiplicity": 5, "relative_energy_ev": 0.000, "charge": 1, "s2": 6.015, "e_lumo_ev": [-4.160, -5.816], "total_energy_ev": -82817.842, "gap_ev": [8.6, 7.0]}